Entry 1:
DFT (ωB97M-V with the def2-TZVPD basis set) results for an isolated ion of composition C22H22N3O2 and charge +1 at a distorted geometry.

Results
Structure (SMILES) = C[N+](C)(C)CCC(=O)Nc1ccc2c(c1)C(=O)c1cccc3ccnc-2c13
Charge = +1
HOMO level = -9.9 eV

Atoms and positions in Å:
C1 -0.050 -3.051 3.952
N1 -0.914 -2.484 5.030
C2 -1.767 -3.562 5.570
C3 -0.116 -1.987 6.173
C4 -1.802 -1.427 4.544
C5 -1.129 -0.216 3.807
C6 -0.965 -0.452 2.329
O1 -1.400 -1.506 1.830
N2 -0.383 0.529 1.532
C7 -0.100 0.505 0.144
C8 0.488 -0.651 -0.460
C9 0.913 -0.556 -1.780
C10 0.790 0.640 -2.535
C11 0.214 1.773 -1.957
C12 -0.252 1.688 -0.653
C13 0.041 3.044 -2.718
O2 -0.393 4.028 -2.140
C14 0.447 3.072 -4.139
C15 0.225 4.198 -4.956
C16 0.514 4.175 -6.330
C17 1.130 3.044 -6.903
C18 1.341 1.895 -6.103
C19 1.869 0.736 -6.653
C20 2.136 -0.359 -5.791
N3 1.867 -0.339 -4.501
C21 1.244 0.714 -3.970
C22 0.976 1.889 -4.726
H1 -0.713 -3.588 3.258
H2 0.720 -3.756 4.358
H3 0.462 -2.223 3.469
H4 -1.200 -4.411 5.928
H5 -2.503 -3.943 4.879
H6 -2.344 -3.162 6.423
H7 0.558 -2.758 6.533
H8 0.461 -1.107 5.874
H9 -0.780 -1.691 7.029
H10 -2.395 -1.063 5.417
H11 -2.582 -1.865 3.826
H12 -1.704 0.710 3.953
H13 -0.138 -0.072 4.236
H14 -0.293 1.453 1.910
H15 0.594 -1.589 0.081
H16 1.354 -1.414 -2.241
H17 -0.773 2.543 -0.235
H18 -0.194 5.117 -4.528
H19 0.392 5.079 -6.920
H20 1.419 2.959 -7.965
H21 2.099 0.679 -7.716
H22 2.636 -1.239 -6.160

***

Entry 2:
DFT (ωB97M-V with the def2-TZVPD basis set) results for the molecule C22H22O6 at a distorted geometry.

Results
Structure (SMILES) = CCCCOC(=O)Oc1ccc2c(=O)c(Oc3cc(C)cc(C)c3)coc2c1
Charge = 0
HOMO level = -8.4 eV

Atoms and positions in Å:
C1 2.461 2.543 -2.427
C2 3.002 3.960 -2.270
C3 4.274 4.038 -1.424
C4 4.062 3.703 0.050
O1 3.809 2.312 0.263
C5 4.874 1.509 0.316
O2 6.016 1.850 0.285
O3 4.522 0.218 0.400
C6 3.180 -0.125 0.466
C7 2.426 0.157 1.608
C8 1.112 -0.237 1.660
C9 0.516 -0.910 0.588
C10 -0.889 -1.338 0.677
O4 -1.575 -1.184 1.671
C11 -1.356 -1.996 -0.556
O5 -2.613 -2.508 -0.642
C12 -3.660 -1.784 -0.101
C13 -3.716 -0.401 -0.175
C14 -4.820 0.274 0.326
C15 -4.861 1.772 0.280
C16 -5.865 -0.454 0.874
C17 -5.828 -1.841 0.931
C18 -6.960 -2.609 1.544
C19 -4.715 -2.504 0.440
C20 -0.508 -2.210 -1.587
O6 0.786 -1.850 -1.612
C21 1.287 -1.194 -0.545
C22 2.625 -0.797 -0.604
H1 3.227 1.889 -2.840
H2 2.141 2.139 -1.470
H3 1.609 2.540 -3.103
H4 3.227 4.365 -3.259
H5 2.234 4.594 -1.820
H6 5.033 3.365 -1.828
H7 4.670 5.054 -1.471
H8 4.949 3.986 0.626
H9 3.181 4.210 0.447
H10 2.886 0.678 2.433
H11 0.500 -0.039 2.527
H12 -2.898 0.151 -0.617
H13 -4.517 2.139 -0.685
H14 -5.868 2.140 0.459
H15 -4.205 2.183 1.047
H16 -6.728 0.068 1.263
H17 -7.906 -2.097 1.385
H18 -7.023 -3.610 1.124
H19 -6.803 -2.703 2.619
H20 -4.648 -3.581 0.475
H21 -0.813 -2.728 -2.484
H22 3.211 -1.020 -1.480

***

Entry 3:
DFT (ωB97M-V with the def2-TZVPD basis set) results for C22H23AuGeNO4S as an isolated structure at a distorted geometry.

Results
Charge = +1
HOMO level = -11.8 eV

Atoms and positions in Å:
Au1 1.875 -0.688 2.312
C1 -2.365 4.410 -5.027
C2 -1.737 3.805 -3.819
C3 -0.400 3.462 -3.832
C4 0.189 2.948 -2.707
C5 -0.617 2.587 -1.591
C6 -2.003 2.887 -1.599
C7 -2.543 3.528 -2.740
S1 0.192 1.936 -0.170
O1 -0.321 0.561 0.102
O2 1.606 1.973 -0.357
N1 -0.509 2.717 1.056
C8 -0.177 2.202 2.436
C9 1.258 2.513 2.753
C10 1.601 1.767 4.090
O3 1.899 2.434 5.037
O4 1.599 0.475 3.946
H1 -3.186 5.088 -4.747
H2 -2.806 3.673 -5.727
H3 -1.652 4.870 -5.719
H4 0.245 3.656 -4.681
H5 1.241 2.917 -2.591
H6 -2.753 2.625 -0.837
H7 -3.589 3.848 -2.814
H8 -0.338 3.703 0.960
H9 -0.524 1.161 2.395
H10 -0.880 2.786 3.065
H11 1.319 3.601 2.825
H12 1.983 2.183 1.984
Ge1 0.649 -1.135 0.330
C11 -0.876 -2.219 0.624
C12 -0.857 -3.495 0.057
C13 -1.973 -4.291 0.205
C14 -3.070 -3.921 0.961
C15 -3.021 -2.676 1.540
C16 -1.973 -1.815 1.321
C17 2.360 -2.444 1.152
C18 1.931 -3.643 1.838
C19 2.382 -4.815 1.328
C20 3.351 -4.767 0.280
C21 3.927 -3.641 -0.210
C22 3.417 -2.430 0.254
H13 1.274 -1.054 -0.981
H14 -0.018 -3.975 -0.493
H15 -1.929 -5.248 -0.323
H16 -3.811 -4.653 1.161
H17 -3.853 -2.422 2.181
H18 -2.088 -0.781 1.531
H19 1.100 -3.550 2.571
H20 2.190 -5.766 1.780
H21 3.778 -5.656 -0.059
H22 4.840 -3.716 -0.796
H23 3.662 -1.518 -0.255

***

Entry 4:
DFT (ωB97M-V with the def2-TZVPD basis set) results for C22H23BCl2N8SZr as an isolated structure at a distorted geometry.

Results
Charge = +3
HOMO level (alpha / beta) = -16.3 / -16.3 eV
Spin multiplicity = 2
Expectation value of S² = 0.7559

Atoms and positions in Å:
Zr1 -0.025 -0.036 0.303
C1 -2.525 2.301 1.154
C2 -2.657 0.915 1.677
C3 -3.433 0.410 2.700
C4 -3.130 -0.939 2.768
N1 -2.233 -1.257 1.825
N2 -1.935 -0.099 1.134
B1 -1.535 -2.616 1.423
N3 -1.555 -2.682 -0.127
C5 -2.035 -3.529 -1.060
C6 -1.744 -3.054 -2.319
C7 -1.058 -1.868 -2.110
C8 -0.481 -0.893 -3.087
N4 -0.948 -1.650 -0.786
N5 -0.016 -2.543 1.852
C9 0.687 -3.154 2.815
C10 2.010 -2.748 2.766
C11 2.082 -1.835 1.734
C12 3.230 -1.038 1.223
N6 0.854 -1.717 1.168
N7 -2.223 -3.786 2.201
C13 -2.913 -4.985 1.815
C14 -3.305 -5.634 2.919
C15 -2.846 -4.817 3.994
C16 -2.979 -5.010 5.427
N8 -2.184 -3.687 3.479
H1 -3.408 2.888 1.400
H2 -2.420 2.310 0.068
H3 -1.666 2.797 1.611
H4 -4.130 0.951 3.320
H5 -3.527 -1.679 3.442
H6 -2.560 -4.429 -0.815
H7 -1.996 -3.509 -3.264
H8 -0.659 -1.223 -4.107
H9 0.603 -0.807 -2.973
H10 -0.945 0.091 -2.992
H11 0.230 -3.858 3.488
H12 2.815 -3.078 3.404
H13 4.172 -1.510 1.492
H14 3.225 -0.041 1.669
H15 3.204 -0.954 0.136
H16 -3.061 -5.264 0.791
H17 -3.846 -6.564 2.991
H18 -3.511 -5.923 5.675
H19 -3.485 -4.142 5.876
H20 -1.983 -5.013 5.897
Cl1 1.166 2.000 -0.462
C17 1.722 2.987 0.929
C18 2.397 4.144 0.618
C19 2.830 4.912 1.684
C20 2.578 4.506 2.986
C21 1.892 3.328 3.246
Cl2 1.601 2.860 4.870
C22 1.436 2.520 2.201
S1 0.564 1.025 2.537
H21 2.585 4.446 -0.405
H22 3.366 5.831 1.492
H23 2.917 5.107 3.820

***

Entry 5:
DFT (ωB97M-V with the def2-TZVPD basis set) results for C22H23BrIN3NiO3Si as an isolated structure.

Results
Charge = 0
HOMO level (alpha / beta) = -8.5 / -8.5 eV

Atoms and positions in Å:
Ni1 -0.358 0.185 1.174
O1 -4.751 1.177 4.008
C1 -5.179 1.239 2.723
C2 -6.506 1.554 2.438
C3 -6.948 1.648 1.132
C4 -6.067 1.438 0.080
C5 -4.750 1.131 0.360
C6 -4.283 1.012 1.671
C7 -2.856 0.663 1.846
O2 -2.084 0.847 0.835
N1 -2.424 0.173 3.001
N2 -1.097 -0.018 2.851
C8 -0.331 -0.495 3.763
C9 1.074 -0.569 3.356
C10 2.118 -0.914 4.192
C11 3.416 -0.836 3.703
C12 3.627 -0.399 2.409
C13 2.527 -0.090 1.618
N3 1.287 -0.201 2.068
H1 -5.490 1.389 4.587
H2 -7.192 1.730 3.261
H3 -7.985 1.891 0.938
H4 -6.404 1.515 -0.945
H5 -4.040 0.973 -0.440
H6 -0.697 -0.782 4.741
H7 1.914 -1.219 5.209
H8 4.252 -1.098 4.338
H9 4.621 -0.299 1.996
H10 2.634 0.240 0.598
Br1 4.268 0.789 -4.908
C14 5.267 -0.365 -3.790
C15 6.572 -0.654 -4.171
C16 7.348 -1.496 -3.393
C17 6.820 -2.049 -2.236
C18 5.519 -1.756 -1.862
C19 4.725 -0.908 -2.632
I1 2.779 -0.519 -1.978
H11 6.968 -0.218 -5.077
H12 8.363 -1.719 -3.694
H13 7.417 -2.713 -1.624
H14 5.100 -2.194 -0.965
C20 -1.653 1.886 -1.936
Si1 -1.006 0.130 -1.762
C21 -2.384 -1.133 -1.527
C22 -0.319 -0.297 -3.458
O3 0.150 -0.023 -0.595
H15 -2.661 1.894 -2.362
H16 -1.009 2.453 -2.613
H17 -1.692 2.406 -0.981
H18 -3.249 -0.922 -2.162
H19 -2.730 -1.203 -0.497
H20 -2.004 -2.117 -1.817
H21 -1.154 -0.252 -4.166
H22 0.095 -1.306 -3.501
H23 0.443 0.401 -3.805

***

Entry 6:
DFT (ωB97M-V with the def2-TZVPD basis set) results for C22H23CrN6O2S as an isolated structure at a distorted geometry.

Results
Charge = +1
HOMO level (alpha / beta) = -9.7 / -8.9 eV
Spin multiplicity = 3
Expectation value of S² = 2.0121

Atoms and positions in Å:
Cr1 0.086 -0.127 -0.140
C1 2.842 1.284 -0.808
N1 2.179 -0.088 -0.906
C2 2.120 -0.775 -2.206
C3 1.030 -1.888 -2.086
N2 0.269 -2.077 -1.041
C4 -0.539 -3.254 -1.275
C5 -1.207 -3.997 -0.281
C6 -1.508 -5.297 -0.626
C7 -1.319 -5.822 -1.931
C8 -0.611 -5.103 -2.887
C9 -0.142 -3.790 -2.531
N3 0.816 -2.801 -3.059
C10 1.830 2.226 -0.290
N4 0.556 1.903 0.138
C11 -0.100 3.030 0.586
C12 -1.450 3.268 0.836
C13 -1.890 4.589 0.988
C14 -1.011 5.642 0.784
C15 0.309 5.464 0.377
C16 0.740 4.150 0.291
N5 1.993 3.580 -0.113
H1 3.217 1.614 -1.746
H2 3.692 1.231 -0.073
H3 2.654 -0.592 -0.129
H4 3.044 -1.282 -2.575
H5 1.671 -0.068 -2.920
H6 -1.359 -3.614 0.707
H7 -2.136 -5.818 0.095
H8 -1.718 -6.812 -2.140
H9 -0.418 -5.464 -3.844
H10 1.355 -2.972 -3.922
H11 -2.135 2.391 0.835
H12 -2.897 4.815 1.337
H13 -1.396 6.639 1.040
H14 0.888 6.274 -0.036
H15 2.843 4.138 -0.229
O1 1.034 -0.803 1.445
N6 0.257 -0.850 2.569
C17 1.007 -1.024 3.710
C18 0.374 -0.865 4.887
C19 -1.015 -0.596 4.962
C20 -1.762 -0.461 3.779
C21 -1.112 -0.597 2.503
S1 -1.968 -0.644 1.124
H16 2.125 -1.240 3.581
H17 0.979 -1.003 5.779
H18 -1.531 -0.436 5.939
H19 -2.802 -0.104 3.843
C22 -1.374 1.740 -2.340
O2 -0.774 0.385 -2.197
H20 -1.362 1.992 -3.406
H21 -0.658 2.401 -1.864
H22 -2.340 1.780 -1.945
H23 -1.381 -0.271 -2.589